282
Properties=species:S:1:pos:R:3 method="wB97M-V/def2-TZVPD" lumo_energy_ev="-1.6 / -5.7" multiplicity=2 orbital_gap_ev="7.922 / 3.890" e_tot_ev=-135910.691 relative_energy_ev=0.000 total_charge=+1
O -0.912 0.139 -1.866
O 2.718 -3.031 5.142
O 1.751 4.736 -6.763
O -2.617 -4.042 3.574
O 1.840 -6.765 -0.505
O -5.064 2.382 -3.579
O -2.447 4.971 -1.074
O -2.221 -3.517 -4.265
O 4.194 7.201 1.445
O -0.259 -0.223 9.756
O -2.908 -2.797 7.921
O -1.611 2.640 4.873
O 11.388 3.645 -2.897
O 0.823 -0.916 -7.086
O -0.866 -0.214 -12.254
O -3.646 7.062 -3.607
O 6.145 2.066 -1.754
O 0.104 -8.843 3.681
O -4.434 -6.706 -2.246
N -3.312 -4.226 -1.573
N -2.895 2.078 -1.742
N 0.339 0.310 -1.322
N -1.499 5.541 -5.317
N -0.988 -3.258 5.703
N 8.984 2.101 -0.894
N 4.270 5.798 1.693
N -1.493 1.807 7.664
N -1.029 0.424 -9.027
N 0.920 -6.237 2.271
N -3.944 -3.676 3.760
C 3.218 -4.307 4.760
C -1.109 -0.178 -13.704
C 2.751 5.401 -7.502
C -2.821 -2.273 -4.669
C 0.870 -2.173 -6.371
C 6.793 0.961 -1.109
C 6.319 2.265 -3.136
C -2.789 -1.907 6.710
C 1.161 -1.980 -0.701
C -2.345 -3.174 -1.839
C 3.496 3.587 1.224
C 5.163 3.928 3.098
C 3.954 3.112 2.594
C 6.281 6.220 3.196
C -2.432 5.004 -4.401
C 4.025 5.876 4.243
C 4.923 5.516 3.029
C -1.816 0.539 -11.434
C -4.725 7.849 -4.038
C -4.362 -5.488 5.418
C -2.763 2.150 7.057
C -1.463 1.879 9.112
C -4.783 -5.924 3.033
C 1.281 1.025 -2.272
C -3.834 -6.606 -0.956
C -5.739 -7.285 -2.284
C -1.502 -3.412 -3.075
C -4.783 -4.830 4.108
C 2.841 -6.027 -1.269
C -0.421 -7.521 3.980
C -0.179 1.224 9.842
C 8.278 0.915 -1.303
C -3.864 -1.204 3.172
C 3.068 0.434 -0.319
C 2.581 1.368 -1.460
C 1.925 0.036 0.535
C -3.148 2.795 -0.458
C -4.115 -2.958 1.352
C 0.989 -5.311 1.194
C -1.816 6.193 -0.688
C 1.726 5.289 1.678
C -6.820 -3.487 3.317
C 0.643 2.363 -2.719
C 0.676 -5.998 -0.111
C 0.312 -3.221 5.014
C -0.243 -0.038 -6.722
C -2.765 -5.550 -1.104
C -0.477 1.099 -7.766
C 3.140 5.038 1.136
C -3.733 5.728 -4.172
C -4.472 -2.601 2.848
C 1.030 -0.869 9.829
C -0.311 4.729 -5.510
C 10.445 1.965 -1.225
C -2.590 1.878 5.549
C -0.396 -6.548 2.754
C 0.731 -0.564 -0.206
C 0.689 5.564 -6.338
C -1.324 -1.905 6.123
C 1.514 -3.036 5.937
C -5.261 1.579 -2.424
C -3.894 1.040 -1.876
C -1.076 1.283 -10.255
C -1.320 2.169 3.606
C 11.098 3.309 -1.546
C -6.003 -2.302 2.984
C 1.636 0.017 -3.386
C 1.444 -9.167 3.873
C -0.324 -0.599 0.956
C -6.210 -4.384 4.367
C -4.603 1.675 -4.648
C -2.910 -2.190 9.167
C 10.145 4.042 -3.611
C 3.031 5.311 -0.434
C -2.140 3.891 -0.207
H 1.641 4.896 2.691
H 1.017 4.891 0.953
H -5.427 1.026 -4.944
H -3.435 2.154 4.919
H -0.047 0.441 -5.763
H 10.300 3.767 -4.655
H -2.218 -1.377 -4.523
H -2.987 -2.341 -2.127
H -1.287 -1.276 5.234
H -1.403 0.909 -1.569
H 2.620 3.018 0.915
H -3.330 -7.558 -0.789
H -3.047 -3.166 1.281
H -6.808 -5.238 4.684
H -3.859 0.902 -4.455
H 1.515 -3.799 6.715
H -0.563 1.385 3.626
H -3.482 0.359 -2.620
H 6.850 6.126 2.271
H -5.681 7.416 -3.741
H -6.224 -7.239 -1.309
H 0.950 -1.858 10.280
H 2.220 -0.731 1.252
H -1.144 1.796 -7.258
H 3.462 -0.493 -0.737
H 3.899 -4.782 5.466
H -2.170 1.702 3.106
H -1.455 -7.826 4.141
H 0.962 -0.840 -3.390
H -1.926 -2.072 9.620
H -0.997 -4.374 -2.987
H 0.270 -4.527 1.431
H 0.006 -0.955 1.932
H -5.712 -8.342 -2.548
H -2.004 -0.750 -13.949
H -3.278 -0.990 7.038
H 10.000 5.118 -3.510
H -0.634 3.793 -5.965
H -1.603 2.924 9.387
H -4.203 2.317 -5.433
H -1.886 5.915 -6.172
H -3.973 -1.158 4.255
H -2.066 4.930 -3.377
H 3.429 5.084 4.697
H 0.451 -2.187 -5.365
H 0.030 -6.986 4.816
H -4.493 -6.436 -0.105
H 1.418 -2.564 0.183
H 3.556 4.668 -7.553
H -4.296 5.841 -5.099
H 10.745 4.154 -0.955
H 3.893 0.917 0.205
H -4.797 7.936 -5.122
H -7.056 -4.081 2.434
H -1.157 3.578 -0.561
H -5.261 -6.845 3.367
H -2.604 3.932 -4.495
H 2.108 -8.351 3.589
H 2.507 -5.107 4.552
H -3.392 -2.943 9.791
H -4.504 -4.818 6.266
H 0.722 1.694 9.449
H -2.690 0.000 -11.068
H 7.271 2.590 -3.555
H -2.108 6.488 0.320
H -2.385 1.201 -12.086
H -0.696 -0.518 -9.175
H -2.422 0.834 5.282
H 1.411 -2.087 6.464
H 1.479 -0.916 8.836
H 12.110 3.095 -1.204
H -2.169 -3.701 4.352
H -2.335 -5.345 -0.124
H -0.229 -6.605 -0.146
H -2.401 1.436 9.444
H -2.993 3.206 7.194
H 9.229 3.539 -3.303
H -2.046 4.267 0.812
H 10.822 1.460 -0.336
H 2.447 6.220 -0.573
H 0.239 6.063 -7.196
H -1.951 -5.959 -1.704
H -0.955 -3.962 6.427
H -4.774 8.855 -3.622
H -4.253 -2.090 0.708
H -2.787 -1.281 3.021
H -1.980 7.044 -1.348
H 0.336 -2.441 -1.245
H 2.028 -4.982 1.156
H -3.135 -2.300 -5.713
H 2.264 5.518 -8.470
H 5.627 3.101 -3.237
H -3.672 -2.096 -4.011
H -0.227 1.493 10.897
H 6.084 7.283 3.337
H 3.448 1.293 -2.117
H 3.101 3.176 3.270
H -4.187 3.124 -0.462
H 3.001 6.356 -7.040
H 6.697 5.748 4.087
H 0.186 4.509 -4.565
H -4.950 -6.389 5.592
H 1.584 0.895 1.113
H 8.619 2.974 -1.246
H -3.473 -1.257 9.190
H -6.168 -3.696 5.211
H -0.065 1.633 -10.465
H -7.784 -3.148 3.695
H -1.351 -0.915 0.771
H 4.037 5.472 -0.820
H -0.823 -2.559 -3.047
H -5.995 0.789 -2.586
H 6.256 0.052 -1.380
H -1.314 0.822 -14.086
H 1.788 -10.104 3.436
H -3.740 -6.197 2.872
H 4.201 3.222 0.476
H -4.388 5.035 -3.646
H 8.610 0.057 -0.718
H -1.886 -2.816 -0.918
H 0.363 -5.188 -0.769
H 2.672 2.387 -1.087
H -6.313 -1.489 3.640
H 1.624 -9.366 4.929
H 3.413 6.767 4.099
H -4.194 -0.286 2.685
H 8.549 0.799 -2.352
H -3.037 2.126 0.395
H -3.620 1.648 7.507
H -3.322 -5.784 5.556
H 0.317 2.929 -1.847
H 1.938 -1.883 -1.459
H 2.614 -0.442 -3.248
H 1.324 2.918 -3.365
H -0.660 -1.541 6.907
H 3.425 7.434 1.970
H -1.598 2.233 -10.149
H 2.415 4.690 -1.084
H -1.101 -0.701 -6.620
H 6.500 1.190 -0.084
H -0.270 -0.601 -14.255
H 0.522 1.528 -7.834
H 10.673 1.328 -2.080
H -0.778 5.925 -0.490
H 4.652 6.239 5.058
H -3.182 2.787 -2.402
H -4.625 -3.855 1.001
H 2.303 -5.542 -2.084
H 1.849 -2.648 -6.300
H 1.644 0.358 -4.421
H -0.909 2.888 2.897
H -3.473 -2.276 5.945
H 3.737 -4.089 3.827
H 0.286 -2.888 -6.951
H -0.331 2.081 -3.117
H 5.324 3.573 4.117
H 1.757 -0.335 10.441
H 1.078 6.316 -5.652
H -5.638 2.170 -1.590
H -0.904 -6.936 1.871
H -5.191 -5.590 2.079
H 5.945 3.624 2.401
H 1.303 -7.128 1.990
H -6.445 -6.695 -2.868
H -0.971 -5.670 3.049
H 0.430 -4.188 4.525
H 0.407 -2.525 4.180
H -4.100 0.448 -0.985
H 3.283 -5.225 -0.677
H -3.941 -4.331 -2.356
H -6.371 -1.964 2.015
H 3.655 -6.670 -1.603
H -0.818 2.475 7.320
H 5.976 1.412 -3.722
H -0.489 0.406 1.344
H 4.168 2.043 2.579
H 1.608 6.372 1.641